No. 1
The following is a DFT calculation (wB97M-V/def2-TZVPD) of a molecular structure, C26H25N3O3Pt in a non-equilibrium geometry.

Last column: Mulliken charge in e.
Cartesian coordinates (Å):
Pt (0.060, 0.764, -0.036)  0.4906
C (4.300, 1.691, 0.470)  -0.5436
O (3.568, 2.825, 0.034)  -0.4082
C (2.300, 2.466, -0.081)  0.2590
N (2.053, 1.146, 0.107)  0.0253
C (3.349, 0.496, 0.207)  -0.0390
C (3.509, -0.636, 1.185)  -0.2368
C (2.532, -0.983, 2.113)  0.3804
C (2.744, -2.043, 2.977)  -0.9201
C (3.929, -2.774, 2.914)  -0.4959
C (4.923, -2.411, 2.014)  -0.7028
C (4.711, -1.358, 1.147)  -0.4803
C (1.251, 3.353, -0.416)  0.4278
C (1.263, 4.742, -0.577)  -0.5641
C (0.080, 5.395, -0.877)  -0.4186
C (-1.131, 4.691, -0.950)  -0.6310
C (-1.108, 3.322, -0.747)  0.5499
N (0.070, 2.685, -0.564)  -0.1529
C (-2.202, 2.400, -0.606)  0.4557
N (-1.960, 1.163, -0.198)  -0.4477
C (-3.241, 0.489, -0.051)  -0.1353
C (-4.261, 1.589, -0.464)  -0.4253
O (-3.459, 2.717, -0.797)  -0.4329
C (-3.382, -0.766, -0.883)  0.0292
C (-2.453, -1.105, -1.861)  -0.1094
C (-2.626, -2.257, -2.612)  -0.8121
C (-3.745, -3.057, -2.415)  -0.5695
C (-4.692, -2.704, -1.460)  -0.6861
C (-4.504, -1.573, -0.687)  -0.5297
H (4.510, 1.802, 1.541)  0.3758
H (5.241, 1.657, -0.080)  0.3631
H (3.578, 0.071, -0.789)  0.3705
H (1.612, -0.410, 2.166)  0.5381
H (1.994, -2.295, 3.710)  0.4562
H (4.069, -3.628, 3.560)  0.4332
H (5.853, -2.959, 1.983)  0.4237
H (5.476, -1.091, 0.435)  0.4431
H (2.188, 5.283, -0.452)  0.5313
H (0.080, 6.465, -1.014)  0.4962
H (-2.065, 5.197, -1.135)  0.5334
H (-3.368, 0.222, 1.007)  0.4170
H (-4.936, 1.884, 0.343)  0.3171
H (-4.849, 1.312, -1.344)  0.3833
H (-1.612, -0.453, -2.067)  0.7069
H (-1.901, -2.517, -3.368)  0.4913
H (-3.883, -3.946, -3.012)  0.4494
H (-5.573, -3.311, -1.324)  0.4466
H (-5.239, -1.308, 0.057)  0.4747
C (-1.491, -2.480, 1.486)  -0.7774
O (-0.309, -1.739, 1.179)  -0.1162
C (-0.094, -1.293, -0.068)  0.4730
C (0.871, -2.016, -0.946)  -1.1303
H (-1.943, -2.891, 0.584)  0.3011
H (-2.214, -1.862, 2.023)  0.2526
H (-1.177, -3.291, 2.143)  0.3439
H (0.404, -2.954, -1.259)  0.4569
H (1.784, -2.264, -0.399)  0.2853
H (1.117, -1.453, -1.844)  0.3837

Output
DFT total energy = -41210.936 eV
Molecular weight = 622.58 g mol⁻¹
LUMO energy = -7.58 eV
HOMO = -14.19 eV
Charge = +2

=====

No. 2
The following is a DFT calculation (wB97M-V/def2-TZVPD) of a molecular structure, C26H25N5PtS3Si in a non-equilibrium geometry.

Last column: Mulliken charge in e.
Cartesian coordinates (Å):
Pt (-0.540, 0.940, 0.858)  0.9639
C (0.942, 0.134, 6.240)  -0.4107
C (1.059, 1.501, 6.006)  -0.7251
C (1.014, 1.990, 4.718)  -0.3806
C (0.861, 1.096, 3.653)  0.1899
C (0.711, -0.273, 3.887)  0.0698
C (0.755, -0.748, 5.181)  -0.9406
N (0.898, 1.548, 2.326)  0.8413
N (1.515, 2.585, 2.041)  -0.8167
C (1.306, 3.118, 0.778)  0.2997
C (2.053, 4.181, 0.319)  -0.4397
C (1.789, 4.700, -0.939)  -0.3543
C (0.767, 4.155, -1.696)  -0.8286
C (0.057, 3.079, -1.184)  0.1178
N (0.329, 2.564, 0.014)  0.1174
H (1.000, -0.245, 7.252)  0.4267
H (1.200, 2.180, 6.835)  0.4162
H (1.107, 3.047, 4.507)  0.4747
H (0.593, -0.944, 3.045)  0.3928
H (0.659, -1.808, 5.370)  0.4410
H (2.820, 4.591, 0.962)  0.5491
H (2.366, 5.529, -1.326)  0.4507
H (0.514, 4.553, -2.668)  0.4627
H (-0.748, 2.613, -1.736)  0.5883
C (0.398, 0.737, -5.360)  -1.0360
Si (-0.278, -0.777, -4.466)  0.2273
C (-2.134, -0.662, -4.297)  -1.1281
C (0.294, -2.303, -5.381)  -1.0671
C (0.672, -0.683, -2.798)  0.0697
C (2.042, -0.955, -2.821)  -0.1374
C (2.840, -0.835, -1.687)  -1.2948
C (2.248, -0.429, -0.512)  -0.3974
N (0.936, -0.182, -0.462)  -0.4148
C (0.173, -0.299, -1.558)  0.7388
S (-1.474, 0.132, -1.205)  -0.5045
H (-0.019, 0.776, -6.368)  0.3698
H (1.485, 0.690, -5.441)  0.3641
H (0.128, 1.661, -4.844)  0.2693
H (-2.588, -0.888, -5.264)  0.3703
H (-2.467, 0.336, -4.010)  0.3364
H (-2.539, -1.373, -3.574)  0.4022
H (-0.293, -2.411, -6.295)  0.3654
H (0.159, -3.212, -4.792)  0.3671
H (1.342, -2.242, -5.676)  0.3468
H (2.498, -1.274, -3.752)  0.3794
H (3.896, -1.060, -1.707)  0.4503
H (2.813, -0.302, 0.402)  0.5502
S (-2.538, 1.932, 2.065)  -0.1991
C (-2.711, 0.233, 2.221)  0.3767
N (-1.695, -0.454, 1.801)  0.4777
C (-1.907, -1.826, 1.826)  -0.4386
C (-1.029, -2.816, 1.398)  0.0278
C (-1.431, -4.131, 1.501)  -0.9690
C (-2.688, -4.456, 2.024)  -0.5752
C (-3.572, -3.477, 2.432)  -0.5535
C (-3.167, -2.150, 2.331)  0.7596
S (-4.049, -0.699, 2.753)  -0.1490
H (-0.060, -2.539, 1.000)  0.3963
H (-0.778, -4.927, 1.172)  0.4471
H (-2.982, -5.494, 2.097)  0.4287
H (-4.557, -3.731, 2.800)  0.4383

Output
DFT total energy = -78435.408 eV
Molecular weight = 726.89 g mol⁻¹
LUMO energy = -8.03 eV
HOMO = -14.12 eV
Charge = +2